1.
A molecular structure, O8S2Tl in a non-equilibrium geometry. Source: OMol25; level of theory: ωB97M-V/def2-TZVPD.

For the total energy, the calculation gives -1570.703765 a.u. The calculation puts the highest occupied orbital energy (spin up / spin down) at -0.1470 / -0.1350 eV.

```
! RIJCOSX wB97M-V def2-TZVPD def2/J DEFGRID3
* xyz -2 2
Tl 2.23 2.06 0.87
S -0.86 0.80 -1.68
O 0.43 0.72 -1.11
O -0.89 -0.32 -2.63
O -1.85 0.65 -0.63
O -0.96 2.06 -2.30
S 0.39 -1.24 1.49
O -0.85 -1.74 1.01
O 1.40 -1.24 0.45
O 0.15 0.19 1.84
O 0.81 -1.93 2.69
*
```

2.
8 unconnected molecules or ions with the total composition C5H23NO9 in a non-equilibrium geometry. Source: OMol25; level of theory: ωB97M-V/def2-TZVPD.

Its relative energy (zero: lowest compared OMol25 entry of this formula, charge and spin) is 35.3 kcal/mol. For the total energy, the calculation gives -936.217991 a.u. The calculation puts the highest occupied orbital energy at -8.3156 eV. The SMILES is C=C(N)CCC(=O)O.O.O.O.O.O.O.O.

```
! RIJCOSX wB97M-V def2-TZVPD def2/J DEFGRID3
* xyz 0 1
C 2.25 -2.59 1.77
C 2.38 -1.36 1.30
N 2.27 -0.95 -0.04
C 2.44 -0.18 2.26
C 1.03 0.46 2.32
C 0.62 1.48 1.26
O -0.55 1.77 1.01
O 1.68 1.97 0.65
H 2.10 -3.47 1.13
H 2.05 -2.93 2.75
H 2.36 0.02 -0.25
H 2.69 -1.56 -0.72
H 3.09 0.65 2.02
H 2.65 -0.44 3.30
H 0.38 -0.40 2.30
H 0.83 0.97 3.29
H 1.60 2.54 -0.13
O -2.34 -0.08 -1.70
H -3.11 -0.45 -2.17
H -2.68 0.16 -0.79
O 2.00 1.27 -2.22
H 2.64 1.76 -2.73
H 1.08 1.65 -2.17
O -1.85 2.07 -3.03
H -1.48 1.21 -2.77
H -2.79 2.04 -3.23
O -1.45 -2.55 -1.66
H -0.49 -2.52 -1.62
H -1.70 -1.59 -1.60
O -3.51 0.08 0.66
H -3.11 -0.81 0.84
H -3.05 0.75 1.17
O 0.13 2.94 -1.42
H -0.61 3.19 -1.99
H -0.16 2.47 -0.63
O -2.57 -2.32 1.06
H -2.98 -3.14 1.30
H -1.86 -2.11 0.45
*
```

3.
A molecular structure, C4H7NO2. Source: OMol25; level of theory: ωB97M-V/def2-TZVPD.

Its relative energy (zero: lowest compared OMol25 entry of this formula, charge and spin) is 73.4 kcal/mol. For the total energy, the calculation gives -361.763947 a.u. The calculation puts the highest occupied orbital energy at -7.7774 eV.

```
! RIJCOSX wB97M-V def2-TZVPD def2/J DEFGRID3
* xyz 0 1
C 1.03 -1.27 -0.09
C 0.39 0.02 -0.67
C 0.91 1.31 0.14
O 0.20 0.08 -1.93
C -0.84 0.34 0.24
O -0.33 1.26 1.01
N -2.10 0.00 0.18
H 2.02 -1.38 -0.54
H 1.13 -1.28 1.01
H 0.42 -2.12 -0.40
H 0.82 2.21 -0.47
H 1.82 1.29 0.73
H -2.84 0.44 0.70
H -2.34 -0.62 -0.59
*
```

4.
A molecular structure, C28H28ClN4O5S5V. Source: OMol25; level of theory: ωB97M-V/def2-TZVPD.

Its relative energy (zero: lowest compared OMol25 entry of this formula, charge and spin) is 49.2 kcal/mol. For the total energy, the calculation gives -5074.039482 a.u. The calculation puts the highest occupied orbital energy (spin up / spin down) at -5.2461 / -5.2753 eV.

```
! RIJCOSX wB97M-V def2-TZVPD def2/J DEFGRID3
* xyz -1 2
V -0.49 -0.62 0.51
C -2.53 2.06 0.13
N -2.44 0.62 -0.23
C -2.30 0.63 -1.71
C -1.89 -0.71 -2.26
N -0.52 -1.05 -1.81
C 0.42 -0.20 -2.61
C -0.19 -2.44 -2.15
C -0.48 -2.93 -3.42
C -0.07 -4.20 -3.79
C 0.65 -4.98 -2.89
C 0.93 -4.49 -1.63
C 0.51 -3.21 -1.23
S 0.79 -2.70 0.42
C -3.68 -0.07 0.14
C -4.90 0.59 0.09
C -6.08 -0.06 0.41
C -6.04 -1.40 0.78
C -4.83 -2.06 0.82
C -3.63 -1.42 0.50
S -2.15 -2.34 0.52
H -3.26 2.57 -0.51
H -1.57 2.54 -0.05
H -2.82 2.17 1.17
H -1.57 1.39 -1.97
H -3.25 0.93 -2.16
H -1.93 -0.65 -3.35
H -2.56 -1.51 -1.93
H 0.17 -0.31 -3.67
H 1.43 -0.55 -2.44
H 0.36 0.84 -2.32
H -1.02 -2.32 -4.13
H -0.31 -4.58 -4.78
H 0.98 -5.97 -3.16
H 1.46 -5.10 -0.91
H -4.95 1.63 -0.19
H -7.02 0.48 0.38
H -6.95 -1.92 1.05
H -4.79 -3.11 1.11
S -0.40 -1.44 2.75
C 0.67 -0.36 3.59
C 1.45 -0.75 4.68
C 2.24 0.18 5.34
C 3.06 -0.25 6.43
N 3.71 -0.60 7.32
C 2.25 1.52 4.91
C 1.48 1.91 3.83
C 0.70 0.97 3.15
S -0.25 1.40 1.78
C 3.07 2.50 5.58
N 3.73 3.29 6.08
H 1.44 -1.78 5.01
H 1.48 2.94 3.51
O 1.39 0.04 -0.17
S 2.64 0.29 0.66
C 3.97 -0.21 -0.48
C 4.72 1.06 -0.90
C 3.69 2.19 -0.89
C 2.98 2.05 0.45
H 3.43 -0.67 -1.30
H 4.59 -0.96 0.00
H 5.18 0.92 -1.88
H 5.52 1.28 -0.19
H 2.95 2.07 -1.68
H 4.14 3.17 -1.00
H 2.01 2.54 0.49
H 3.60 2.36 1.30
O -0.21 3.09 -3.43
Cl 0.21 3.78 -2.23
O 1.47 4.44 -2.45
O -0.80 4.72 -1.82
O 0.39 2.78 -1.18
*
```

5.
A molecular structure, C23H38InN8O9P. Source: OMol25; level of theory: ωB97M-V/def2-TZVPD.

Its relative energy (zero: lowest compared OMol25 entry of this formula, charge and spin) is 0.0 kcal/mol. For the total energy, the calculation gives -2545.483549 a.u. The calculation puts the highest occupied orbital energy at -13.9098 eV.

```
! RIJCOSX wB97M-V def2-TZVPD def2/J DEFGRID3
* xyz 2 1
In -0.06 0.19 0.16
O 0.78 0.46 2.20
C 1.47 -0.34 2.87
C 1.95 -1.61 2.49
C 2.71 -2.30 3.45
C 3.21 -3.53 3.16
C 2.99 -4.12 1.91
C 2.25 -3.47 0.96
C 1.70 -2.20 1.21
O 0.98 -1.62 0.29
N 4.01 -4.25 4.17
O 4.42 -5.34 3.86
O 4.24 -3.67 5.20
H 1.76 0.00 3.88
H 2.91 -1.87 4.43
H 3.42 -5.10 1.71
H 2.08 -3.91 -0.02
C 2.21 3.89 -0.35
C 2.64 2.47 -0.14
C 4.10 2.17 -0.04
O 1.81 1.57 -0.06
H 2.59 4.24 -1.31
H 2.66 4.54 0.41
H 1.13 3.98 -0.33
H 4.55 2.77 0.76
H 4.59 2.48 -0.96
H 4.28 1.12 0.14
C -4.63 -0.74 -0.26
O -3.63 -0.67 0.79
P -2.19 -1.31 0.66
O -2.56 -2.69 0.00
C -1.60 -3.71 -0.39
O -1.74 -1.55 2.16
C -2.51 -2.34 3.11
H -5.03 -1.75 -0.31
H -4.20 -0.45 -1.21
H -5.41 -0.04 0.02
H -1.84 -4.01 -1.40
H -1.73 -4.56 0.28
H -0.58 -3.33 -0.32
H -2.73 -1.72 3.97
H -1.89 -3.18 3.41
H -3.43 -2.70 2.66
C -2.90 4.56 2.73
N -2.50 3.54 1.77
C -3.25 3.20 0.57
C -2.35 2.14 -0.04
O -2.55 1.51 -1.05
N -1.23 1.99 0.76
C -1.38 2.83 1.82
N -0.47 2.94 2.78
H -3.96 4.74 2.62
H -2.37 5.50 2.56
H -2.73 4.22 3.75
H -3.37 4.05 -0.10
H -4.23 2.78 0.80
H 0.22 2.20 2.83
H -0.63 3.53 3.57
C 1.54 -0.55 -2.44
N 0.21 0.08 -2.06
C -0.87 -0.80 -2.66
N -0.72 -0.94 -4.08
C 0.59 -1.52 -4.38
N 1.68 -0.68 -3.87
C 1.57 0.64 -4.50
N 0.28 1.27 -4.21
C 0.13 1.42 -2.78
C -0.79 0.39 -4.70
H 1.60 -1.52 -1.96
H 2.34 0.09 -2.05
H -1.83 -0.34 -2.42
H -0.79 -1.78 -2.18
H 0.69 -1.63 -5.45
H 0.65 -2.51 -3.92
H 1.68 0.53 -5.58
H 2.37 1.28 -4.13
H -0.83 1.87 -2.55
H 0.94 2.05 -2.40
H -0.69 0.28 -5.78
H -1.76 0.84 -4.48
*
```

6.
A gas-phase ion, C3H2F3N2 (charge +1) in a non-equilibrium geometry. Source: OMol25; level of theory: ωB97M-V/def2-TZVPD.

Its relative energy (zero: lowest compared OMol25 entry of this formula, charge and spin) is 57.2 kcal/mol. For the total energy, the calculation gives -524.059188 a.u. The calculation puts the highest occupied orbital energy at -15.6812 eV. The SMILES is FC#[N+]/C=C\N(F)F.

```
! RIJCOSX wB97M-V def2-TZVPD def2/J DEFGRID3
* xyz 1 1
F 1.85 -0.45 1.85
C 0.85 0.11 1.42
N -0.14 0.73 1.32
C -1.07 0.81 0.27
C -0.75 0.11 -0.74
N 0.40 -0.71 -0.69
F 0.43 -1.76 -1.57
F 1.59 -0.03 -0.77
H -1.83 1.41 0.53
H -1.32 -0.22 -1.63
*
```